w) A 2-piece molecular cluster, C7H13F3N2OSi overall. Source: the Open Molecules 2025 dataset; level of theory: ωB97M-V/def2-TZVPD.

Positions of all 27 atoms, in Å:
C: 0.1675 -0.0159 0.0214
C: -0.5108 -1.0593 -0.6624
C: 0.8723 2.4249 -0.1904
C: 2.2756 -1.2375 1.9528
C: 0.1178 1.2719 -0.8041
C: -2.9812 -0.2576 -1.0046
C: -3.4344 0.1040 0.2970
N: 1.2792 -2.3568 -0.7833
N: -0.1005 -2.1779 -0.9616
O: 2.8680 -0.0689 -0.8605
F: -3.1303 -0.7622 1.2336
F: -4.7368 0.2792 0.3969
F: -2.8705 1.2940 0.7152
Si: 1.9183 -0.9279 0.1390
H: -0.1918 0.1193 0.9523
H: 0.6266 3.2583 -0.8839
H: 1.9368 2.3569 -0.1124
H: 0.6035 2.6699 0.8281
H: 3.2149 -1.0757 2.3084
H: 1.5247 -0.5370 2.4747
H: 1.9963 -2.1725 2.2628
H: 0.4752 0.8995 -1.8524
H: -1.0023 1.6334 -0.9280
H: -3.4901 -1.1181 -1.5166
H: -2.6264 0.5267 -1.7356
H: 1.4284 -3.3089 -0.5877
H: 3.7699 0.2385 -0.6982

The value obtained for the HOMO-LUMO gap (spin up / spin down) is 7.81 / 8.68 eV. The calculation puts the LUMO energy (spin up / spin down) at -0.09 / 0.05 eV.

Here are the Löwdin charges for atoms 1 to 8, given in e: atom 1 (C): -0.3248, atom 2 (C): -0.1343, atom 3 (C): -0.1174, atom 4 (C): -0.1176, atom 5 (C): -0.2662, atom 6 (C): 0.1058, atom 7 (C): -0.7760, atom 8 (N): -0.0764

x) A 2-piece molecular cluster, C7H13F3N2OSi overall. Source: the Open Molecules 2025 dataset; level of theory: ωB97M-V/def2-TZVPD.

Positions of all 27 atoms, in Å:
C: 0.0880 -0.4627 0.9085
C: -0.0920 0.2559 -0.2580
C: 0.6534 -0.1526 3.3666
C: 1.2493 -2.7842 -0.9902
C: -0.4395 -0.3487 2.3069
C: -0.6855 1.5553 -0.6560
C: 0.3412 2.3378 -1.4542
N: -3.2173 -0.0633 -2.0178
N: -2.3162 0.6182 -2.3282
O: 2.8448 -0.5718 -0.5404
F: 1.3269 2.8858 -0.6979
F: -0.1413 3.4100 -2.1548
F: 1.0053 1.6666 -2.3979
Si: 1.3362 -1.0056 -0.3636
H: -3.1277 -0.9573 -1.5193
H: 1.3289 -1.0248 3.2478
H: 0.1329 -0.1819 4.3601
H: 1.2987 0.6750 3.1291
H: 0.2436 -3.1669 -1.1831
H: 1.9178 -2.8549 -1.8964
H: 1.7282 -3.4616 -0.3095
H: -0.8725 0.6751 2.3994
H: -1.0656 -1.1916 2.5937
H: -0.7673 2.2687 0.2072
H: -1.6016 1.4647 -1.2373
H: -4.2305 0.0017 -2.2209
H: 3.0617 0.4129 -0.2936

The value obtained for the HOMO-LUMO gap is 9.01 eV. The calculation puts the LUMO energy at 0.49 eV.

Here are the Löwdin charges for atoms 1 to 8, given in e: atom 1 (C): -0.2151, atom 2 (C): -0.1701, atom 3 (C): -0.1255, atom 4 (C): -0.1650, atom 5 (C): -0.2717, atom 6 (C): -0.1127, atom 7 (C): -0.6111, atom 8 (N): -0.0799

Relative to the most stable structure, the computed energies are w) 0.000; x) 0.793, all in eV.

w) C34H24Cl2F10N8OSTl as an isolated structure. Source: the Open Molecules 2025 dataset; level of theory: ωB97M-V/def2-TZVPD.

Positions of all 81 atoms, in Å:
Tl: 0.0842 -0.8287 -0.8161
C: 0.4783 -4.2308 -0.8782
N: 1.3425 -3.0510 -0.8434
C: 2.1225 -2.9416 -2.0852
C: 2.7097 -1.5538 -2.3005
N: 1.6212 -0.6320 -2.5320
C: 1.9324 0.5941 -3.0510
C: 1.0318 1.2344 -3.9296
F: -0.0778 0.5993 -4.3128
C: 1.2663 2.4798 -4.4730
F: 0.3825 3.0184 -5.3274
C: 2.4418 3.1605 -4.1989
F: 2.6811 4.3665 -4.7434
C: 3.3642 2.5636 -3.3679
F: 4.5025 3.2098 -3.0609
C: 3.1071 1.3224 -2.8130
F: 4.0166 0.8627 -1.9242
C: 2.1829 -3.1101 0.3477
C: 2.7159 -1.7786 0.8966
N: 1.8738 -0.6327 0.6153
C: 2.1637 0.5184 1.2860
C: 1.9199 1.7706 0.6799
F: 1.4292 1.7942 -0.5659
C: 2.1262 2.9882 1.2863
F: 1.8516 4.1167 0.6240
C: 2.6403 3.0537 2.5712
F: 2.8637 4.2334 3.1714
C: 2.9095 1.8657 3.2119
F: 3.3728 1.8808 4.4733
C: 2.6690 0.6478 2.5954
F: 2.8509 -0.4368 3.3933
H: 1.0780 -5.1535 -0.8923
H: -0.1598 -4.2325 0.0062
H: -0.1594 -4.1973 -1.7563
H: 2.9185 -3.7035 -2.0817
H: 1.4471 -3.1514 -2.9162
H: 3.3677 -1.2908 -1.4673
H: 3.3536 -1.6125 -3.1898
H: 1.5832 -3.5964 1.1184
H: 3.0425 -3.7722 0.1607
H: 2.8612 -1.9614 1.9627
H: 3.7255 -1.6002 0.4985
C: -4.4395 -1.5533 1.0198
C: -2.9503 -1.5846 0.8271
N: -2.3920 -1.3682 -0.3076
N: -3.1974 -1.0405 -1.3396
C: -2.6759 -1.2509 -2.5315
N: -3.4133 -0.7691 -3.5760
S: -1.2278 -2.0897 -2.8857
C: -2.0906 -1.8463 2.0004
C: -2.6450 -1.8326 3.2841
C: -1.8321 -2.0463 4.3813
C: -0.4810 -2.2702 4.1753
C: -0.0187 -2.2753 2.8682
N: -0.7896 -2.0834 1.8037
H: -4.9240 -1.4600 0.0542
H: -4.7892 -2.4601 1.5183
H: -4.7324 -0.6987 1.6362
H: -4.0215 -0.0012 -3.3322
H: -2.8936 -0.6570 -4.4306
H: -3.6979 -1.6361 3.4177
H: -2.2471 -2.0262 5.3813
H: 0.2069 -2.4274 4.9945
H: 1.0364 -2.4157 2.6778
Cl: -2.5598 2.7658 -3.3452
C: -2.4687 2.7806 -1.6102
C: -3.1855 3.7590 -0.9150
C: -3.1371 3.8226 0.4473
Cl: -4.0385 5.0647 1.2839
C: -2.3598 2.8972 1.1793
C: -2.2264 2.9066 2.5846
C: -1.4392 1.9731 3.1947
C: -0.7901 1.0112 2.4008
N: -0.8957 0.9707 1.0975
C: -1.6500 1.8995 0.4668
C: -1.6726 1.8238 -0.9795
O: -1.0105 0.9461 -1.6305
H: -3.7776 4.4715 -1.4729
H: -2.7440 3.6633 3.1586
H: -1.3048 1.9618 4.2681
H: -0.1583 0.2619 2.8631

The value obtained for the HOMO-LUMO gap is 6.60 eV. As for the charge: -1. The calculation puts the LUMO energy at 2.08 eV.

Here are the Löwdin charges for atoms 1 to 8, given in e: atom 1 (Tl): 0.9317, atom 2 (C): -0.1108, atom 3 (N): -0.2754, atom 4 (C): -0.1923, atom 5 (C): -0.2465, atom 6 (N): -0.0793, atom 7 (C): -0.2096, atom 8 (C): -0.1628

x) C34H24Cl2F10N8OSTl as an isolated structure. Source: the Open Molecules 2025 dataset; level of theory: ωB97M-V/def2-TZVPD.

Positions of all 81 atoms, in Å:
Tl: -0.1304 0.0762 0.0516
C: 2.9122 -2.0938 -0.1632
N: 2.0157 -1.6128 0.8833
C: 2.8012 -0.8985 1.8903
C: 2.0713 0.1767 2.6763
N: 1.5056 1.1112 1.7362
C: 0.9237 2.2464 2.1438
C: 0.4055 3.1255 1.1486
F: 1.5116 4.8180 -0.8890
C: -0.4019 4.2150 1.4729
F: -0.9951 4.9272 0.5185
C: -0.6115 4.5780 2.7776
F: -1.3764 5.6344 3.1067
C: -0.0069 3.8198 3.7711
F: -0.1679 4.1854 5.0520
C: 0.7281 2.7015 3.4724
F: 1.2640 2.0258 4.5217
C: 1.2660 -2.7338 1.4227
C: 0.0393 -2.3299 2.2099
N: -0.9309 -1.7124 1.3172
C: -2.2211 -1.5582 1.7788
C: -3.2523 -1.2619 0.8681
F: -2.9327 -1.1477 -0.4275
C: -4.5706 -1.0850 1.2155
F: -5.4793 -0.8007 0.2775
C: -4.9682 -1.2257 2.5317
F: -6.2518 -1.0763 2.8841
C: -4.0069 -1.5347 3.4641
F: -4.3534 -1.6670 4.7522
C: -2.6787 -1.6928 3.0980
F: -1.8154 -1.9354 4.1095
H: 3.6491 -2.8095 0.2371
H: 2.3399 -2.5965 -0.9445
H: 3.4451 -1.2558 -0.6102
H: 3.2613 -1.6084 2.5998
H: 3.6101 -0.3960 1.3578
H: 1.3232 -0.2399 3.3540
H: 2.8317 0.6395 3.3151
H: 0.9247 -3.3341 0.5755
H: 1.9103 -3.3724 2.0519
H: -0.3725 -3.2576 2.6238
H: 0.3073 -1.7090 3.0600
C: 2.1517 0.3450 -4.0956
C: 1.5402 -0.2061 -2.8472
N: 1.7072 0.2911 -1.6903
N: 2.6212 1.2669 -1.4712
C: 2.2773 2.2479 -0.6962
N: 3.1714 3.0751 -0.1463
S: 0.5814 2.7257 -0.5214
C: 0.7166 -1.4428 -2.8725
C: 0.7865 -2.3348 -3.9337
C: 0.0835 -3.5268 -3.8568
C: -0.6892 -3.7857 -2.7389
C: -0.7235 -2.8318 -1.7313
N: -0.0280 -1.7015 -1.7953
H: 2.4399 1.3788 -3.9234
H: 1.4443 0.3018 -4.9250
H: 3.0499 -0.2141 -4.3763
H: 4.1309 2.9041 -0.4021
H: 2.8223 4.0476 -0.1637
H: 1.4013 -2.1080 -4.7947
H: 0.1469 -4.2477 -4.6632
H: -1.2603 -4.6995 -2.6428
H: -1.3102 -2.9663 -0.8301
Cl: -2.8558 2.1531 -3.9960
C: -3.1820 2.4680 -2.3128
C: -4.1359 3.4364 -1.9853
C: -4.4261 3.7232 -0.6827
Cl: -5.6239 4.9468 -0.3186
C: -3.7635 3.0410 0.3600
C: -3.9918 3.2680 1.7369
C: -3.3038 2.5523 2.6740
C: -2.3673 1.5985 2.2420
N: -2.1291 1.3802 0.9737
C: -2.7962 2.0670 0.0177
C: -2.4598 1.7437 -1.3602
O: -1.5703 0.8817 -1.6604
H: -4.6458 3.9646 -2.7797
H: -4.7128 4.0186 2.0310
H: -3.4604 2.7129 3.7326
H: -1.7983 1.0114 2.9571

The value obtained for the HOMO-LUMO gap is 6.52 eV. As for the charge: -1. The calculation puts the LUMO energy at 1.91 eV.

Here are the Löwdin charges for atoms 1 to 8, given in e: atom 1 (Tl): 1.0304, atom 2 (C): -0.0953, atom 3 (N): -0.2346, atom 4 (C): -0.1834, atom 5 (C): -0.2374, atom 6 (N): -0.0332, atom 7 (C): -0.2947, atom 8 (C): -0.3789

Relative to the most stable structure, the computed energies are w) 0.000; x) 0.836, all in eV.